Molecular formula: C6H31N2O8
Method: DFT, ωB97M-V/def2-TZVPD

Properties
Charge ... +1
HOMO-LUMO gap ... 9.2 eV
Energy above the lowest of the compared OMol25 structures with the same formula, charge and spin ... 6.1998 eV
HOMO level ... -11.8 eV

Last column: natural (NBO) charge in e.
Positions of all 47 atoms, in Å:
N (-0.15160, -0.06368, 1.33440)  -0.689
C (0.09223, -0.86308, -0.02635)  -0.059
C (1.36520, -0.42571, -0.64133)  -0.467
C (2.34836, -1.53985, -1.20303)  -0.184
C (3.17929, -1.24537, -2.17630)  -0.373
C (-1.09733, -0.65333, -0.97204)  -0.269
N (-2.19061, 0.11787, -0.43519)  -0.663
C (-3.33277, -0.60265, 0.13043)  -0.419
H (-0.63587, -0.70443, 1.96386)  0.435
H (0.53459, 0.39621, 1.85486)  0.438
H (-0.75267, 0.67249, 1.16854)  0.465
H (0.12080, -1.96041, 0.23051)  0.247
H (2.01024, 0.14294, 0.04093)  0.222
H (1.19290, 0.24405, -1.44639)  0.246
H (2.43366, -2.41651, -0.57073)  0.189
H (3.98794, -1.66045, -2.74290)  0.223
H (3.14101, -0.36014, -2.60104)  0.179
H (-0.71475, -0.20351, -1.90056)  0.254
H (-1.40599, -1.62044, -1.41050)  0.203
H (-2.54722, 0.86494, -1.03158)  0.387
H (-4.08994, -1.10606, -0.66252)  0.179
H (-3.05210, -1.55585, 0.60159)  0.201
H (-3.83997, 0.01664, 0.79648)  0.203
H (-0.19331, 0.44205, 4.88944)  0.488
H (0.96526, 1.24880, 4.47228)  0.487
O (0.27046, 0.65512, 4.05803)  -0.970
H (-0.49660, 2.88999, -1.49710)  0.494
H (0.08735, 2.22508, -2.84091)  0.488
O (0.19248, 2.46197, -1.91923)  -0.978
H (-1.36088, 2.87584, 2.52243)  0.476
H (-0.07613, 2.69522, 2.11065)  0.473
O (-0.89670, 2.45336, 1.86626)  -0.933
H (0.27086, 5.11562, -0.64849)  0.470
H (-0.93350, 4.83737, 0.25751)  0.471
O (-0.66910, 5.08204, -0.68309)  -0.938
H (1.66943, -3.21124, 1.72949)  0.451
H (1.01774, -4.41587, 1.95227)  0.471
O (0.87275, -3.54114, 1.92851)  -0.915
H (-1.06847, -1.00593, -4.70572)  0.495
H (-0.21340, -1.73937, -3.62070)  0.471
O (-0.85186, -1.12529, -3.76462)  -0.957
H (3.05485, 2.56746, 2.31246)  0.479
H (2.37119, 3.83786, 2.04768)  0.484
O (2.20265, 2.92292, 2.30776)  -0.960
H (-0.31750, -3.70751, -1.19699)  0.474
H (-1.59104, -4.76579, -1.18246)  0.496
O (-0.90197, -4.27223, -0.69660)  -0.965

---

Molecular formula: C10H20GeIrNO5S
Method: DFT, ωB97M-V/def2-TZVPD

Properties
Charge ... -1
HOMO-LUMO gap (spin up / spin down) ... 6.8 / 7.5 eV
2S+1 ... 6
Energy above the lowest of the compared OMol25 structures with the same formula, charge and spin ... 0.0000 eV
HOMO level (spin up / spin down) ... -3.9 / -5.9 eV

Last column: natural (NBO) charge in e.
Positions of all 39 atoms, in Å:
Ir (0.23014, -0.27219, 0.53767)  1.340
O (0.20390, 2.55364, 0.23158)  -0.729
C (1.40746, 2.89734, 0.89422)  -0.075
C (2.60802, 2.15652, 0.33933)  -0.252
N (2.54298, 0.69541, 0.44270)  -0.461
C (3.04819, 0.08684, -0.78358)  -0.346
C (2.03549, 0.34071, -1.91634)  0.768
O (2.42895, 0.50324, -3.05992)  -0.662
O (0.80617, 0.39287, -1.52807)  -0.790
C (3.12013, 0.19881, 1.68495)  -0.344
C (2.14551, 0.40576, 2.85977)  0.768
O (2.58110, 0.65292, 3.97294)  -0.666
O (0.90323, 0.27477, 2.55071)  -0.762
H (0.40250, 2.30130, -0.68131)  0.492
H (1.24803, 2.68879, 1.95274)  0.204
H (1.61414, 3.97146, 0.78197)  0.158
H (3.51688, 2.52664, 0.83692)  0.193
H (2.69958, 2.41574, -0.72038)  0.206
H (3.12368, -0.99140, -0.62991)  0.236
H (4.02792, 0.48066, -1.07918)  0.192
H (4.07993, 0.67473, 1.91970)  0.190
H (3.27088, -0.87889, 1.58383)  0.233
C (-2.93547, -3.07546, 0.20620)  -1.091
Ge (-2.87701, -1.27989, -0.58058)  1.622
C (-2.09771, -1.35147, -2.37450)  -1.092
C (-4.76140, -0.70730, -0.76164)  -1.086
C (-1.89159, -0.03265, 0.53560)  -1.329
H (-3.68360, -3.68054, -0.30846)  0.214
H (-3.20519, -3.01624, 1.26130)  0.222
H (-1.96912, -3.56818, 0.13359)  0.241
H (-2.59336, -2.10210, -2.99100)  0.213
H (-1.03589, -1.58507, -2.31255)  0.247
H (-2.19125, -0.38279, -2.86570)  0.228
H (-5.30862, -1.41381, -1.38813)  0.214
H (-4.83390, 0.28092, -1.21493)  0.220
H (-5.24472, -0.67006, 0.21493)  0.218
H (-2.22216, -0.10759, 1.57663)  0.236
H (-2.07599, 0.99429, 0.20357)  0.232
S (0.88215, -2.37772, 0.47533)  -0.400

---

Molecular formula: C30H23IN4O13
Method: DFT, ωB97M-V/def2-TZVPD

Properties
HOMO-LUMO gap ... 8.0 eV
SMILES ... O=C(O)CC1=C(I)C(=O)OC1=O.O=[N+]([O-])c1ccccc1.O=[N+]([O-])c1ccccc1.O=[N+]([O-])c1ccccc1.O=[N+]([O-])c1ccccc1
HOMO level ... -9.5 eV

Last column: Mulliken charge in e.
Positions of all 71 atoms, in Å:
O (-0.55744, -2.13745, -0.97610)  -0.537
C (-0.29752, -3.13128, -1.71569)  0.566
O (-1.31341, -3.90693, -2.33097)  -0.451
C (1.29011, -3.40490, -1.94366)  -0.568
C (1.93799, -1.93271, -2.10427)  0.655
C (2.68760, -1.22586, -1.13320)  -0.620
I (3.27740, -1.77279, 0.87070)  0.204
C (2.95867, 0.14192, -1.91532)  0.649
O (3.26350, 1.18405, -1.29959)  -0.432
O (2.74241, -0.07711, -3.30832)  -0.290
C (1.72641, -1.09631, -3.46114)  0.309
O (0.89299, -1.25938, -4.35842)  -0.494
H (-1.62389, -4.54278, -1.63174)  0.398
H (1.49373, -4.07405, -2.84475)  0.273
H (1.67335, -3.92241, -0.99533)  0.303
C (2.47223, 4.41099, -1.27944)  -0.568
C (2.11469, 5.75631, -1.29795)  -0.285
C (3.09019, 6.73436, -1.45989)  -0.482
C (4.42250, 6.35269, -1.60712)  0.047
C (4.78768, 5.00771, -1.58177)  -0.559
C (3.80536, 4.03624, -1.41651)  -0.193
N (5.45027, 7.37797, -1.80317)  0.997
O (5.09553, 8.54874, -1.80116)  -0.607
O (6.60401, 7.00571, -1.96176)  -0.601
H (1.70716, 3.64965, -1.15833)  0.408
H (1.07353, 6.04237, -1.18893)  0.422
H (2.79866, 7.77868, -1.47262)  0.439
H (5.82268, 4.70301, -1.69070)  0.437
H (4.07650, 2.98481, -1.39791)  0.630
C (-1.13183, 1.23457, 4.93229)  -0.686
C (-0.57727, 2.16338, 4.05561)  -0.383
C (0.72726, 2.00052, 3.60391)  -0.498
C (1.46740, 0.90037, 4.03264)  0.135
C (0.92120, -0.02902, 4.91589)  -0.465
C (-0.38363, 0.14291, 5.36550)  -0.390
N (2.83215, 0.71349, 3.53733)  1.028
O (3.28225, 1.55818, 2.77913)  -0.563
O (3.44511, -0.28139, 3.90509)  -0.606
H (-2.15317, 1.36152, 5.27903)  0.408
H (-1.16298, 3.01447, 3.72003)  0.769
H (1.14754, 2.73091, 2.92101)  0.524
H (1.49254, -0.88502, 5.25776)  0.444
H (-0.82002, -0.57611, 6.05095)  0.383
C (-4.47382, 3.66895, -1.32749)  -0.398
C (-3.88819, 4.92135, -1.48849)  -0.468
C (-2.97324, 5.38811, -0.55113)  -0.290
C (-2.64836, 4.58859, 0.54335)  0.008
C (-3.23687, 3.33700, 0.71422)  -0.189
C (-4.15287, 2.87973, -0.22689)  -0.578
N (-1.66653, 5.06479, 1.51959)  1.035
O (-1.18442, 6.17318, 1.34836)  -0.578
O (-1.38073, 4.32141, 2.45115)  -0.694
H (-5.18355, 3.30549, -2.06447)  0.374
H (-4.14327, 5.53276, -2.34762)  0.374
H (-2.52396, 6.36549, -0.68809)  0.451
H (-2.99283, 2.71091, 1.56563)  0.471
H (-4.61455, 1.90569, -0.10516)  0.386
C (-3.00937, -10.64226, -0.26350)  -0.399
C (-3.50775, -10.09572, -1.44270)  -0.487
C (-3.27487, -8.75840, -1.74334)  -0.257
C (-2.53622, -7.97747, -0.85598)  0.097
C (-2.04087, -8.51656, 0.32992)  -0.253
C (-2.28125, -9.85426, 0.62338)  -0.493
N (-2.26718, -6.57624, -1.18009)  1.135
O (-2.73284, -6.13409, -2.21708)  -0.627
O (-1.58339, -5.92641, -0.38761)  -0.710
H (-3.18856, -11.68846, -0.03485)  0.372
H (-4.07579, -10.71433, -2.12938)  0.367
H (-3.66849, -8.34464, -2.66522)  0.423
H (-1.46950, -7.91407, 1.02762)  0.413
H (-1.89787, -10.28497, 1.54220)  0.365

---

Molecular formula: C4H3O2
Method: DFT, ωB97M-V/def2-TZVPD

Properties
Charge ... +1
HOMO-LUMO gap ... 8.7 eV
Energy above the lowest of the compared OMol25 structures with the same formula, charge and spin ... 0.7033 eV
HOMO level ... -15.7 eV

Last column: natural (NBO) charge in e.
Positions of all 9 atoms, in Å:
C (0.92175, 0.15537, 0.24656)  0.008
C (-0.11960, 1.01883, 0.16389)  -0.445
C (0.50704, -1.22285, -0.14633)  0.364
C (-1.47340, 0.60863, 0.01902)  0.919
O (-2.49412, 0.24812, -0.11327)  -0.193
O (-0.23947, -2.01684, 0.34767)  -0.397
H (1.89274, 0.42232, 0.24390)  0.263
H (-0.10337, 2.11009, 0.35974)  0.319
H (1.10842, -1.32367, -1.12119)  0.162

---

Molecular formula: C17H23F16N4O2
Method: DFT, ωB97M-V/def2-TZVPD

Properties
Charge ... +1
HOMO-LUMO gap ... 10.6 eV
Energy above the lowest of the compared OMol25 structures with the same formula, charge and spin ... 0.0000 eV
HOMO level ... -13.7 eV

Last column: natural (NBO) charge in e.
Positions of all 62 atoms, in Å:
C (-0.19331, 0.42218, 5.89067)  -0.603
C (-0.11220, -0.45051, 4.62548)  -0.230
C (1.20314, -1.23663, 4.61817)  -0.610
C (-0.36553, 0.40241, 3.35479)  -0.415
C (0.37535, 0.04499, 2.07010)  -0.223
N (1.81162, 0.34779, 2.11163)  -0.143
C (2.86274, -0.33683, 1.66429)  0.277
N (4.01259, 0.29140, 1.86461)  -0.456
C (3.66777, 1.42340, 2.50584)  0.567
N (4.49551, 2.38934, 2.90794)  -0.784
N (2.33539, 1.45563, 2.69378)  -0.360
H (0.19877, 1.42835, 5.70630)  0.190
H (0.39708, -0.00857, 6.70041)  0.224
H (-1.22121, 0.53046, 6.24361)  0.230
H (-0.93342, -1.17105, 4.68776)  0.217
H (2.07147, -0.56793, 4.60169)  0.188
H (1.28460, -1.82385, 5.53609)  0.238
H (1.28466, -1.93260, 3.78052)  0.200
H (-0.22860, 1.46976, 3.57534)  0.192
H (-1.42157, 0.31854, 3.07654)  0.252
H (-0.05676, 0.59747, 1.23094)  0.231
H (0.30193, -1.01555, 1.82179)  0.250
H (2.74957, -1.28684, 1.15521)  0.254
H (4.21312, 3.35145, 2.90744)  0.423
H (5.44929, 2.15454, 3.11695)  0.440
H (1.76759, 2.15141, 3.14911)  0.448
C (0.65333, 1.21256, -2.41228)  -0.135
C (2.01512, 0.51331, -2.36961)  0.597
C (3.14522, 1.21999, -1.61724)  0.534
F (3.45100, 2.40372, -2.17258)  -0.312
F (4.24019, 0.43365, -1.62605)  -0.315
F (2.41969, 0.16469, -3.59503)  -0.292
F (1.81047, -0.63318, -1.62981)  -0.348
O (0.36906, 1.93449, -3.58253)  -0.502
C (0.66073, 3.26160, -3.69509)  0.849
C (1.60978, 3.52859, -4.87298)  0.504
F (2.74798, 2.82688, -4.70398)  -0.320
F (1.90734, 4.84254, -4.88834)  -0.315
F (1.15604, 3.76608, -2.54893)  -0.324
F (-0.48751, 3.91781, -3.96349)  -0.317
H (-0.07279, 0.40176, -2.39695)  0.241
H (0.50148, 1.81566, -1.51510)  0.195
H (2.84240, 1.38135, -0.57558)  0.104
H (1.13217, 3.24198, -5.81101)  0.157
C (-3.04827, -3.55527, -2.85644)  -0.135
C (-2.01917, -2.64574, -2.17789)  0.596
C (-2.05184, -2.55458, -0.64965)  0.519
F (-3.20491, -2.02408, -0.21221)  -0.313
F (-1.04151, -1.72705, -0.24411)  -0.351
F (-2.05986, -1.40446, -2.70172)  -0.312
F (-0.79294, -3.18519, -2.45244)  -0.328
O (-4.19004, -2.90881, -3.36065)  -0.504
C (-5.31623, -2.75101, -2.60869)  0.849
C (-5.69489, -1.26722, -2.48424)  0.503
F (-4.67247, -0.58122, -1.92714)  -0.328
F (-6.76942, -1.16345, -1.67894)  -0.315
F (-5.19878, -3.32322, -1.39847)  -0.319
F (-6.33702, -3.35436, -3.25143)  -0.315
H (-2.53381, -3.94390, -3.73416)  0.236
H (-3.29994, -4.40092, -2.21558)  0.214
H (-1.89773, -3.53709, -0.19868)  0.148
H (-5.92246, -0.85465, -3.46798)  0.156

---

no.,largest force on an atom (eV/Å)
1,5.8
2,0.4
3,5.5
4,5.7
5,0.6